Entry 1:
This record from the OMol25 dataset describes a molecular structure, C38H48N2OS3Sb2SiW. The level of theory is ωB97M-V with the def2-TZVPD basis set.

```
96
Properties=species:S:1:pos:R:3:mulliken_spin:R:1
W 0.312 0.030 0.825 1.918
C 3.314 -2.838 -0.132 0.027
Sb 3.044 -0.787 0.349 -0.047
C 4.198 -0.633 2.116 0.015
C 4.315 0.210 -1.063 -0.008
C 5.016 1.331 -0.349 0.002
C 6.281 1.103 0.188 0.000
C 6.934 2.074 0.930 0.000
C 6.324 3.301 1.141 0.000
C 5.079 3.549 0.586 0.000
C 4.410 2.581 -0.162 0.006
C 3.107 2.942 -0.809 -0.007
Sb 1.269 2.648 0.264 -0.025
C 0.169 3.904 -1.041 -0.001
C 1.559 3.756 2.044 0.002
H 2.891 -3.457 0.657 0.000
H 4.382 -3.037 -0.207 0.002
H 2.832 -3.072 -1.078 0.002
H 5.209 -0.984 1.919 0.001
H 3.743 -1.247 2.891 0.000
H 4.242 0.405 2.442 0.003
H 3.718 0.533 -1.913 0.002
H 5.024 -0.537 -1.418 -0.001
H 6.765 0.149 0.012 0.000
H 7.919 1.877 1.331 0.000
H 6.825 4.072 1.711 0.000
H 4.629 4.529 0.708 0.000
H 2.969 2.465 -1.780 -0.002
H 3.083 4.017 -0.997 -0.001
H 0.542 4.918 -0.900 -0.002
H -0.900 3.871 -0.867 -0.002
H 0.374 3.579 -2.060 0.002
H 1.291 4.798 1.874 0.001
H 2.611 3.692 2.321 0.001
H 0.946 3.343 2.841 0.000
C -4.091 -7.107 1.461 0.002
C -3.480 -5.801 1.068 0.014
C -2.194 -5.467 1.499 -0.004
C -1.594 -4.281 1.146 -0.003
C -0.181 -4.028 1.580 0.020
C -2.333 -3.368 0.327 0.000
C -1.835 -2.125 -0.085 -0.006
O -0.758 -1.576 0.301 -0.045
C -3.650 -3.702 -0.123 0.016
C -4.472 -2.774 -0.977 -0.001
C -4.189 -4.904 0.265 0.000
H -3.331 -7.867 1.632 0.000
H -4.792 -7.461 0.707 0.000
H -4.645 -6.977 2.394 0.002
H -1.641 -6.178 2.102 0.001
H 0.246 -4.934 2.003 -0.001
H -0.156 -3.239 2.333 0.009
H 0.438 -3.709 0.741 -0.005
H -2.413 -1.552 -0.811 0.008
H -4.681 -1.833 -0.463 0.001
H -5.425 -3.239 -1.215 0.000
H -3.981 -2.539 -1.924 0.001
H -5.185 -5.172 -0.068 0.001
S -4.178 -0.136 5.860 0.007
C -2.833 -0.378 4.987 0.000
S -1.503 0.778 4.800 0.005
C -0.706 -0.343 3.750 0.055
N -1.320 -1.454 3.552 0.019
N -2.495 -1.476 4.236 0.005
C -3.280 -2.681 4.211 -0.002
C -4.470 -2.707 3.502 0.001
C -5.252 -3.852 3.544 -0.002
C -4.837 -4.948 4.289 0.001
C -3.634 -4.914 4.980 0.000
C -2.849 -3.771 4.948 0.000
S 0.885 -0.086 3.004 -0.103
H -4.802 -1.824 2.971 0.001
H -6.199 -3.878 3.021 0.000
H -5.469 -5.825 4.352 0.000
H -3.322 -5.764 5.573 0.000
H -1.927 -3.711 5.512 0.000
C -2.086 3.103 1.593 0.000
Si -1.912 1.401 0.823 0.061
C -3.351 0.380 1.489 0.039
C -2.043 1.399 -1.064 0.010
C -0.985 0.858 -1.796 0.031
C -0.977 0.789 -3.183 0.006
C -2.070 1.284 -3.880 0.000
C -3.145 1.826 -3.185 0.000
C -3.132 1.876 -1.798 0.013
H -3.075 3.495 1.338 -0.001
H -1.356 3.854 1.298 0.000
H -2.053 3.014 2.682 0.001
H -4.236 0.602 0.884 0.004
H -3.590 0.652 2.520 0.003
H -3.181 -0.697 1.459 -0.011
H -0.051 0.474 -1.334 -0.042
H -0.136 0.359 -3.713 0.001
H -2.086 1.249 -4.962 0.000
H -3.997 2.212 -3.730 0.000
H -3.985 2.303 -1.281 0.000
```

Results
- 2S+1: 3
- Gap between HOMO and LUMO (alpha / beta): 6.00 / 5.97 eV
- Energy above the lowest of the compared OMol25 structures with the same formula, charge and spin: 0.0 kJ/mol
- Charge: +2
- Lowest unoccupied orbital energy (alpha / beta): -6.65 / -6.74 eV
- Total energy: -100481.97488 eV
- HOMO level (alpha / beta): -12.65 / -12.71 eV
- Expectation value of S²: 2.026


Entry 2:
This record from the OMol25 dataset describes 4 unconnected molecules or ions with the total composition C7H23NO3. The level of theory is ωB97M-V with the def2-TZVPD basis set.

```
34
Properties=species:S:1:pos:R:3:nbo_charge:R:1
C -0.151 0.810 2.379 -0.642
C -0.279 -0.695 2.136 -0.224
N -1.461 -1.139 1.382 -0.627
C -1.263 -1.466 -0.041 -0.230
C -1.315 -0.307 -1.046 -0.414
C 0.044 0.362 -1.349 -0.211
C 0.794 -0.478 -2.403 -0.615
C -0.170 1.782 -1.844 -0.613
H -0.252 1.371 1.442 0.201
H -0.920 1.190 3.058 0.209
H 0.813 1.061 2.809 0.216
H 0.621 -1.078 1.661 0.191
H -0.364 -1.193 3.111 0.186
H -2.214 -0.478 1.507 0.333
H -2.026 -2.208 -0.286 0.191
H -0.323 -2.014 -0.134 0.215
H -1.743 -0.686 -1.980 0.207
H -1.988 0.466 -0.664 0.188
H 0.642 0.357 -0.444 0.173
H 1.037 -1.459 -2.006 0.235
H 1.717 0.014 -2.718 0.198
H 0.206 -0.551 -3.322 0.199
H 0.763 2.296 -2.091 0.203
H -0.698 2.384 -1.102 0.219
H -0.775 1.801 -2.758 0.204
O 2.317 -2.554 -0.212 -0.976
H 2.384 -3.121 0.572 0.466
H 2.729 -1.718 0.102 0.490
O 3.455 -0.189 0.658 -0.940
H 2.722 0.418 0.576 0.483
H 4.138 0.134 0.085 0.485
O -2.603 2.603 1.051 -0.934
H -3.450 2.596 0.625 0.471
H -2.388 1.687 1.247 0.466
```

Results
- Gap between HOMO and LUMO: 9.01 eV
- Energy above the lowest of the compared OMol25 structures with the same formula, charge and spin: 14.5 kJ/mol
- Charge: 0
- Lowest unoccupied orbital energy: 0.47 eV
- Structure (SMILES): CCNCCC(C)C.O.O.O
- Total energy: -15264.61273 eV
- HOMO level: -8.54 eV


Entry 3:
This record from the OMol25 dataset describes a molecular structure, C45H36AsCl5N2PPtS. The level of theory is ωB97M-V with the def2-TZVPD basis set.

```
92
Properties=species:S:1:pos:R:3:mulliken_spin:R:1
Pt 0.897 -2.008 0.042 1.607
C 3.577 0.334 5.421 0.000
C 2.966 -0.210 4.168 -0.008
C 2.258 0.605 3.290 0.011
C 1.691 0.061 2.159 -0.031
N 1.774 -1.238 1.857 0.123
C 2.474 -2.026 2.680 -0.012
C 3.074 -1.556 3.829 0.008
H 3.967 1.338 5.264 0.000
H 4.383 -0.303 5.778 0.000
H 2.820 0.393 6.205 0.000
H 2.144 1.665 3.479 0.001
H 1.132 0.665 1.462 -0.006
H 2.603 -3.053 2.359 0.002
H 3.641 -2.239 4.445 0.002
C 0.649 1.483 -1.835 -0.006
C 1.185 2.361 -0.714 0.014
As -0.178 2.854 0.633 0.002
C -1.381 3.831 -0.549 0.000
C -2.744 3.615 -0.392 0.000
C -3.659 4.276 -1.201 0.000
C -3.214 5.152 -2.176 0.000
C -1.852 5.373 -2.341 0.000
C -0.941 4.721 -1.527 0.000
C 0.791 4.315 1.490 0.000
C 2.166 4.492 1.381 0.000
C 2.800 5.519 2.071 0.000
C 2.063 6.379 2.869 0.000
C 0.691 6.205 2.986 0.000
C 0.061 5.175 2.308 0.000
P -0.008 -0.183 -1.418 0.049
C -1.761 0.080 -0.964 0.025
C -2.729 0.380 -1.920 -0.004
C -4.057 0.522 -1.554 0.000
C -4.432 0.375 -0.225 0.000
C -3.472 0.099 0.737 0.007
C -2.145 -0.050 0.366 0.016
C -0.058 -0.947 -3.076 -0.096
C -0.317 -0.196 -4.225 -0.006
C -0.378 -0.804 -5.469 0.001
C -0.175 -2.171 -5.588 0.002
C 0.099 -2.926 -4.458 0.028
C 0.164 -2.314 -3.215 -0.001
H 1.441 1.302 -2.569 -0.002
H -0.164 2.002 -2.354 -0.005
H 1.579 3.278 -1.156 0.000
H 2.028 1.880 -0.213 -0.004
H -3.099 2.911 0.353 0.000
H -4.719 4.104 -1.071 0.000
H -3.925 5.668 -2.807 0.000
H -1.502 6.062 -3.097 0.000
H 0.115 4.927 -1.652 0.000
H 2.766 3.838 0.762 0.000
H 3.869 5.649 1.977 0.000
H 2.555 7.184 3.398 0.000
H 0.112 6.874 3.609 0.000
H -1.012 5.048 2.413 0.000
H -2.459 0.482 -2.963 0.000
H -4.801 0.748 -2.307 0.000
H -5.471 0.479 0.058 0.000
H -3.755 -0.011 1.775 0.000
H -1.402 -0.277 1.126 -0.043
H -0.474 0.872 -4.168 0.000
H -0.581 -0.206 -6.346 0.000
H -0.220 -2.642 -6.559 0.000
H 0.279 -3.987 -4.538 0.002
H 0.415 -2.930 -2.354 0.042
S -1.908 -4.221 3.091 0.008
C -0.513 -3.521 2.407 0.007
N -0.595 -3.140 1.170 -0.014
C -1.869 -3.422 0.657 -0.001
C -2.301 -3.192 -0.650 0.009
C -3.593 -3.520 -0.980 0.006
C -4.462 -4.085 -0.032 0.001
C -4.042 -4.339 1.252 0.000
C -2.727 -4.004 1.585 -0.005
H 0.377 -3.408 3.000 0.003
H -1.637 -2.767 -1.384 -0.046
H -3.943 -3.343 -1.987 0.000
H -5.473 -4.334 -0.319 0.000
H -4.703 -4.789 1.977 0.001
Cl 4.075 -1.454 -0.147 0.015
C 3.656 -3.145 -0.256 -0.038
C 2.316 -3.510 -0.263 0.383
C 2.044 -4.848 -0.521 -0.052
Cl 0.399 -5.354 -0.783 0.003
C 3.049 -5.806 -0.655 -0.008
Cl 2.656 -7.455 -0.933 0.004
C 4.383 -5.417 -0.562 -0.001
Cl 5.635 -6.582 -0.694 -0.001
C 4.692 -4.069 -0.386 0.001
Cl 6.335 -3.570 -0.334 0.004
```

Results
- 2S+1: 3
- Gap between HOMO and LUMO (alpha / beta): 8.34 / 6.84 eV
- Energy above the lowest of the compared OMol25 structures with the same formula, charge and spin: 53.2 kJ/mol
- Charge: +1
- Lowest unoccupied orbital energy (alpha / beta): -2.27 / -3.73 eV
- Total energy: -197045.70067 eV
- HOMO level (alpha / beta): -10.61 / -10.57 eV
- Expectation value of S²: 2.006


Entry 4:
This record from the OMol25 dataset describes a molecular structure, C42H52AsN3ReSi3. The level of theory is ωB97M-V with the def2-TZVPD basis set.

```
102
Properties=species:S:1:pos:R:3:mulliken_spin:R:1
Re 0.198 -0.544 -0.372 0.646
C -1.278 -3.540 -2.039 -0.016
C -0.184 -2.903 -2.614 0.167
C -0.299 -1.495 -2.408 -0.003
C -1.502 -1.259 -1.670 -0.058
C -2.084 -2.572 -1.466 0.193
H -1.441 -4.607 -2.016 0.004
H 0.611 -3.399 -3.154 -0.017
H 0.165 -0.745 -3.037 0.042
H -2.180 -0.439 -1.873 0.032
H -3.015 -2.743 -0.949 0.014
C -3.338 -0.988 0.812 0.043
Si -2.091 -2.029 1.770 -0.021
C -2.296 -3.849 1.342 0.014
C -2.729 -1.930 3.541 0.003
C -0.269 -1.347 1.568 -0.015
Si 0.873 -2.822 2.142 0.002
C 1.105 -4.048 0.736 0.004
C 2.584 -2.329 2.817 -0.003
C 0.220 -3.722 3.656 -0.004
Si -0.133 0.036 2.842 0.006
C -1.601 1.209 2.796 0.014
C 0.267 -0.346 4.623 0.002
C 1.280 1.070 2.124 0.013
C 2.091 1.966 2.808 0.005
C 3.009 2.746 2.124 0.002
C 3.093 2.616 0.745 0.006
C 2.267 1.709 0.120 0.004
N 1.388 0.941 0.782 -0.005
H -4.131 -1.620 0.404 0.002
H -2.926 -0.411 -0.019 -0.017
H -3.823 -0.282 1.488 0.004
H -3.373 -4.040 1.367 0.000
H -1.844 -4.512 2.079 0.001
H -1.925 -4.163 0.370 -0.006
H -3.794 -2.171 3.468 0.000
H -2.673 -0.950 4.016 0.000
H -2.285 -2.656 4.218 0.000
H 0.835 -3.635 -0.239 0.005
H 0.487 -4.936 0.883 0.001
H 2.145 -4.378 0.682 0.001
H 3.399 -2.589 2.144 0.000
H 2.728 -2.925 3.720 0.000
H 2.708 -1.285 3.119 0.000
H -0.762 -4.183 3.614 0.000
H 0.264 -3.082 4.538 0.000
H 0.945 -4.526 3.818 0.000
H -2.491 0.832 3.300 0.000
H -1.886 1.424 1.763 0.006
H -1.317 2.144 3.286 0.001
H -0.481 -0.995 5.078 0.000
H 0.258 0.589 5.190 0.000
H 1.243 -0.812 4.761 0.000
H 1.999 2.044 3.884 0.000
H 3.643 3.447 2.651 0.000
H 3.780 3.210 0.159 0.000
H 2.317 1.565 -0.954 -0.001
N 6.253 -1.741 -1.751 -0.003
C 4.963 -1.550 -1.469 -0.004
C 3.960 -1.648 -2.453 -0.001
C 2.652 -1.457 -2.124 0.012
N 2.197 -1.141 -0.872 0.003
C 3.186 -1.047 0.058 -0.014
C 4.514 -1.244 -0.172 -0.002
H 6.554 -1.987 -2.679 0.000
H 6.956 -1.707 -1.033 0.000
H 4.209 -1.903 -3.474 0.000
H 1.915 -1.580 -2.892 -0.012
H 2.866 -0.813 1.055 0.012
H 5.206 -1.169 0.657 0.001
C 0.940 5.852 0.308 -0.001
C 0.238 5.050 1.197 0.003
C -0.282 3.835 0.778 0.009
C -0.097 3.420 -0.537 0.004
C 0.583 4.236 -1.437 -0.010
C 1.105 5.448 -1.009 0.001
As -0.805 1.726 -1.140 -0.084
C -0.546 1.715 -3.046 -0.008
C 0.641 1.629 -3.759 -0.006
C 0.594 1.571 -5.144 0.002
C -0.635 1.592 -5.797 0.001
C -1.819 1.692 -5.082 -0.003
C -1.785 1.764 -3.693 0.004
C -2.961 1.921 -2.807 0.013
C -4.276 2.079 -3.226 0.000
C -5.278 2.280 -2.288 0.000
C -4.987 2.328 -0.930 0.001
C -3.681 2.161 -0.492 0.004
C -2.687 1.953 -1.434 0.006
H 1.340 6.803 0.636 0.000
H 0.086 5.375 2.218 0.000
H -0.828 3.225 1.484 0.001
H 0.704 3.942 -2.471 0.001
H 1.630 6.082 -1.710 0.000
H 1.603 1.612 -3.256 -0.003
H 1.509 1.518 -5.718 0.000
H -0.669 1.543 -6.877 0.000
H -2.761 1.723 -5.612 0.000
H -4.525 2.063 -4.279 0.000
H -6.299 2.410 -2.619 0.000
H -5.778 2.500 -0.214 0.000
H -3.456 2.198 0.566 0.001
```

Results
- 2S+1: 2
- Gap between HOMO and LUMO (alpha / beta): 6.54 / 6.36 eV
- Energy above the lowest of the compared OMol25 structures with the same formula, charge and spin: 34.5 kJ/mol
- Charge: +2
- Lowest unoccupied orbital energy (alpha / beta): -6.35 / -6.70 eV
- Total energy: -135457.85755 eV
- HOMO level (alpha / beta): -12.88 / -13.06 eV
- Expectation value of S²: 0.991


Entry 5:
This record from the OMol25 dataset describes C7H14ClNP2 in the gas phase. The level of theory is ωB97M-V with the def2-TZVPD basis set.

```
25
Properties=species:S:1:pos:R:3:nbo_charge:R:1
C -1.445 1.292 -0.342 -0.207
C 0.503 1.382 -2.163 -0.630
C 0.790 -1.000 -1.579 -0.612
C -1.362 -1.209 1.323 -0.630
C -0.002 0.694 2.349 -0.628
C 0.755 0.434 -1.017 -0.050
C -0.176 -0.319 1.189 -0.063
N -0.455 0.497 -0.092 -0.391
P -4.286 0.286 -0.559 -0.134
P -2.979 1.462 0.336 0.557
Cl -3.144 3.565 0.303 -0.304
H 0.360 2.389 -1.639 0.240
H 1.436 1.610 -2.713 0.219
H -0.321 0.981 -2.933 0.231
H -0.150 -1.198 -2.107 0.227
H 1.005 -1.674 -0.660 0.199
H 1.703 -1.053 -2.134 0.222
H -1.425 -1.780 0.428 0.220
H -1.209 -1.836 2.254 0.219
H -2.420 -0.600 1.460 0.234
H 0.258 0.301 3.327 0.229
H -0.898 1.481 2.459 0.222
H 0.929 1.312 2.109 0.211
H 1.652 0.716 -0.572 0.204
H 0.757 -0.905 1.136 0.216
```

Results
- Gap between HOMO and LUMO (alpha / beta): 6.41 / 6.30 eV
- Energy above the lowest of the compared OMol25 structures with the same formula, charge and spin: 254.1 kJ/mol
- Charge: 0
- Lowest unoccupied orbital energy (alpha / beta): -1.11 / -1.23 eV
- Total energy: -40071.60007 eV
- HOMO level (alpha / beta): -7.52 / -7.53 eV


Entry 6:
This record from the OMol25 dataset describes 2 unconnected molecules or ions with the total composition C4H7ClO2. The level of theory is ωB97M-V with the def2-TZVPD basis set.

```
14
Properties=species:S:1:pos:R:3:nbo_charge:R:1
O 2.492 1.513 0.867 -0.472
C 1.766 0.604 0.691 0.397
C 1.622 -0.153 -0.636 0.070
O 0.484 -0.062 -1.367 -0.673
Cl 2.057 -1.949 -0.294 -0.142
H 1.423 0.014 1.632 0.106
H 2.445 0.191 -1.205 0.200
H -0.175 -0.609 -0.837 0.500
C -2.240 -0.515 0.152 -0.419
C -1.767 0.675 0.234 -0.381
H -2.337 -1.200 0.978 0.201
H -2.584 -1.004 -0.771 0.201
H -1.500 1.143 1.175 0.202
H -1.686 1.353 -0.618 0.210
```

Results
- Gap between HOMO and LUMO: 10.53 eV
- Energy above the lowest of the compared OMol25 structures with the same formula, charge and spin: 170.8 kJ/mol
- Charge: 0
- Lowest unoccupied orbital energy: 0.40 eV
- Structure (SMILES): O=C[C@H](O)Cl.C=C
- Total energy: -20876.81388 eV
- HOMO level: -10.13 eV